No. 1
C10H18Cl2CoN2S as an isolated structure in a non-equilibrium geometry. Source: OMol25; level of theory: ωB97M-V/def2-TZVPD.

Atoms and positions in Å:
Co (0.17, 0.55, 0.13)
Cl (-0.24, 2.75, -0.53)
Cl (0.64, 1.54, 2.24)
C (1.92, 0.05, 0.00)
H (2.40, -0.46, -0.85)
H (2.60, 0.35, 0.80)
C (-1.16, 0.00, -1.86)
C (0.03, -0.69, -1.97)
H (-1.95, -0.41, -1.24)
C (1.03, -0.34, -3.04)
H (0.13, -1.67, -1.51)
C (0.82, 1.07, -3.60)
H (2.06, -0.46, -2.67)
H (0.93, -1.08, -3.85)
C (-0.64, 1.24, -4.02)
H (1.06, 1.80, -2.82)
H (1.49, 1.24, -4.45)
C (-1.60, 1.06, -2.83)
H (-0.80, 2.22, -4.48)
H (-0.88, 0.49, -4.79)
H (-1.73, 2.01, -2.31)
H (-2.60, 0.76, -3.19)
S (0.00, -1.59, 1.03)
C (-0.17, -1.26, 2.61)
N (0.86, -1.37, 3.55)
C (0.35, -1.00, 4.85)
C (-1.14, -0.66, 4.62)
N (-1.37, -0.85, 3.21)
H (1.83, -1.66, 3.34)
H (0.91, -0.12, 5.24)
H (0.46, -1.86, 5.55)
H (-1.35, 0.40, 4.89)
H (-1.80, -1.34, 5.21)
H (-2.26, -0.71, 2.72)

Values from the calculation:
LUMO (spin up / spin down) (eV): 2.8 / 2.8
<S²>: 6.026
Energy (eV): -87149.047
Energy above the lowest of the compared OMol25 structures with the same formula, charge and spin (eV): 0.000
Multiplicity: 5
Net charge: -1

No. 2
C10H18Cl2N2Ti as an isolated structure in a non-equilibrium geometry. Source: OMol25; level of theory: ωB97M-V/def2-TZVPD.

Atoms and positions in Å:
Ti (1.79, -0.25, -0.66)
Cl (1.02, -2.43, -0.65)
Cl (2.63, 1.65, 0.11)
C (3.55, -1.08, -0.59)
H (4.48, -0.61, -0.24)
H (3.73, -2.06, -1.01)
C (-0.72, 1.30, -1.17)
C (0.35, 0.96, -1.86)
H (-0.68, 2.16, -0.50)
C (0.38, -0.18, -2.90)
H (1.21, 1.65, -1.93)
C (-0.97, -0.20, -3.70)
H (1.23, -0.04, -3.58)
H (0.44, -1.22, -2.50)
C (-2.18, -0.13, -2.77)
H (-0.97, 0.64, -4.42)
H (-1.00, -1.13, -4.29)
C (-2.07, 0.73, -1.48)
H (-3.06, 0.21, -3.34)
H (-2.38, -1.16, -2.45)
H (-2.79, 1.57, -1.52)
H (-2.40, 0.09, -0.65)
C (-1.31, 0.60, 4.11)
N (-0.16, -0.11, 3.48)
C (0.84, -0.67, 4.41)
C (0.09, -0.08, 2.21)
N (0.46, -0.14, 1.09)
H (-1.24, 0.46, 5.19)
H (-2.27, 0.20, 3.76)
H (-1.27, 1.68, 3.89)
H (0.90, -1.76, 4.31)
H (1.83, -0.24, 4.21)
H (0.54, -0.42, 5.43)

Values from the calculation:
LUMO (spin up / spin down) (eV): 2.7 / 2.6
<S²>: 0.779
Energy (eV): -61801.001
Multiplicity: 2
Net charge: -1

No. 3
C10H18ClEuIN2O2P as an isolated structure in a non-equilibrium geometry. Source: OMol25; level of theory: ωB97M-V/def2-TZVPD.

Atoms and positions in Å:
C (1.04, -0.52, -2.31)
C (-0.39, -0.60, -1.86)
H (1.05, -0.19, -3.36)
H (1.56, -1.50, -2.26)
H (1.61, 0.21, -1.71)
O (-1.34, 0.06, -2.29)
I (-2.19, -0.74, 2.87)
Eu (0.75, 0.02, 1.85)
P (-0.76, -2.04, -0.55)
C (-2.58, -2.09, -0.55)
C (-0.49, -3.24, -1.93)
H (0.53, -3.48, 0.99)
H (-0.97, -4.31, 0.42)
H (-1.05, -3.09, 1.73)
C (-0.54, -3.37, 0.80)
H (0.58, -3.47, -2.00)
H (-1.05, -4.15, -1.71)
H (-2.86, -3.14, -0.74)
H (-2.97, -1.43, -1.33)
H (-0.85, -2.80, -2.86)
H (-2.95, -1.78, 0.44)
C (-1.46, 0.88, 0.33)
O (-2.35, 1.46, -0.09)
Cl (2.46, -1.60, 0.79)
C (0.59, 2.89, 2.98)
C (1.12, 3.10, 1.60)
N (1.27, 2.20, 0.62)
C (1.77, 2.90, -0.49)
C (1.92, 4.22, -0.16)
N (1.50, 4.33, 1.16)
H (1.42, 2.68, 3.68)
H (0.07, 3.81, 3.29)
H (-0.19, 2.09, 3.04)
H (1.91, 2.45, -1.45)
H (2.29, 5.07, -0.71)
H (1.56, 5.16, 1.76)

Values from the calculation:
LUMO (spin up / spin down) (eV): -10.5 / -8.3
<S²>: 12.458
Energy (eV): -66962.714
Multiplicity: 7
Net charge: +2

No. 4
C10H18ClGdIN2O2PS as an isolated structure in a non-equilibrium geometry. Source: OMol25; level of theory: ωB97M-V/def2-TZVPD.

Atoms and positions in Å:
C (-1.06, -2.78, -1.44)
C (0.24, -2.12, -1.20)
H (-0.76, -3.79, -1.71)
H (-1.60, -2.29, -2.26)
H (-1.70, -2.77, -0.54)
O (1.39, -2.38, -1.17)
I (-0.06, 3.01, 0.29)
Gd (-0.31, 0.18, -0.16)
P (0.07, 0.88, -2.94)
C (1.76, 1.34, -3.37)
C (-0.51, -0.37, -4.10)
H (-1.90, 2.25, -2.57)
H (-1.17, 2.43, -4.21)
H (-0.42, 3.23, -2.76)
C (-0.97, 2.36, -3.14)
H (-1.55, -0.63, -3.86)
H (-0.42, 0.10, -5.08)
H (1.70, 1.69, -4.41)
H (2.40, 0.46, -3.27)
H (0.12, -1.26, -4.01)
H (2.11, 2.12, -2.69)
C (2.10, 0.26, -0.38)
O (3.23, 0.37, -0.26)
Cl (-2.75, -0.01, -0.77)
C (-0.59, -1.83, 4.83)
N (-0.17, -0.51, 4.45)
C (0.00, 0.57, 5.32)
C (0.49, 1.63, 4.58)
N (0.64, 1.14, 3.27)
C (0.18, -0.17, 3.17)
S (0.19, -1.31, 1.86)
H (-1.52, -2.14, 4.31)
H (0.17, -2.60, 4.61)
H (-0.80, -1.87, 5.91)
H (-0.22, 0.50, 6.37)
H (0.76, 2.63, 4.86)
H (0.94, 1.68, 2.49)

Values from the calculation:
LUMO (spin up / spin down) (eV): -7.2 / -11.1
<S²>: 16.796
Energy (eV): -79301.076
Energy above the lowest of the compared OMol25 structures with the same formula, charge and spin (eV): 3.156
Multiplicity: 8
Net charge: +2